Formula: C17H22F4N2O15P2
Source: OMol25
Level of theory: the ωB97M-V functional and the def2-TZVPD basis

```
62
Properties=species:S:1:pos:R:3:forces:R:3
N 1.9411 -4.8844 -0.6777 0.23 0.36 0.35
P 1.2598 -3.3613 -0.0466 0.36 -0.46 -0.09
C -0.4639 -3.9127 -0.1586 0.01 0.23 -0.04
C -0.8780 -5.0851 0.4560 0.18 -0.22 0.17
C -2.2099 -5.4470 0.3829 -0.05 -0.01 0.07
C -3.0689 -4.6268 -0.3329 -0.36 -0.06 -0.04
N -2.6875 -3.5096 -0.9444 -0.07 0.02 -0.03
C -1.4127 -3.1558 -0.8399 0.05 0.00 -0.03
P 0.7424 -1.2801 0.8162 0.70 0.10 0.22
O 1.9358 -0.8283 1.5639 -0.12 -0.08 -0.07
O 0.3513 -0.2359 -0.3457 -0.61 -0.10 0.03
O -0.6231 -1.2834 1.6962 -0.21 -0.14 0.02
H 2.2298 -5.4956 0.0845 -0.14 -0.11 -0.15
H 2.7960 -4.6812 -1.1889 -0.09 -0.04 -0.08
H 1.8785 -2.6603 -1.1040 -0.15 0.07 -0.09
H 1.8950 -3.4711 1.2065 -0.05 -0.06 0.08
H -0.1724 -5.7043 1.0040 -0.07 0.05 -0.15
H -2.5803 -6.3460 0.8642 0.05 0.08 -0.07
H -4.1262 -4.8828 -0.4170 0.22 0.06 -0.01
H -1.1263 -2.2277 -1.3329 -0.06 -0.12 0.06
H -0.5798 0.0344 -0.2614 0.08 0.10 -0.15
H -0.7455 -2.1569 2.0986 0.02 0.23 -0.09
O -0.5549 -5.0617 7.3215 0.01 -0.02 0.00
C -0.7677 -4.4992 6.3074 0.11 0.17 -0.02
O -1.5430 -3.3987 6.1610 -0.02 0.01 0.04
C -1.4093 -2.9107 4.8268 0.03 0.02 0.00
C -0.9354 -4.1501 4.0906 -0.08 -0.07 0.18
F -0.0545 -3.8479 3.0907 0.09 0.10 0.02
O -0.2629 -4.8700 5.0879 -0.14 -0.18 -0.02
H -0.6390 -2.1376 4.7934 0.01 0.01 -0.06
H -2.3570 -2.5150 4.4741 -0.06 -0.05 0.07
H -1.7273 -4.7683 3.6637 0.03 0.04 -0.12
O 2.7321 3.1261 -5.2560 0.02 -0.05 -0.05
C 2.6781 2.7267 -4.1388 -0.07 -0.03 0.00
O 1.6241 2.0836 -3.6004 0.03 -0.17 -0.05
C 1.9580 1.6786 -2.2684 0.02 0.02 0.06
C 3.1118 2.6054 -1.9373 -0.06 0.05 -0.02
F 4.0505 2.0143 -1.1640 0.06 -0.10 -0.05
O 3.6627 2.8729 -3.2167 -0.03 0.23 -0.01
H 2.2915 0.6406 -2.2711 0.02 0.00 0.05
H 1.1003 1.7837 -1.6135 -0.04 0.06 -0.07
H 2.8208 3.5529 -1.4814 0.03 -0.04 0.09
O -2.6338 1.1159 0.4313 -0.02 -0.01 -0.03
C -2.0171 1.9915 0.9447 0.05 0.03 -0.06
O -0.7117 2.2203 0.7104 0.20 0.14 -0.10
C -0.3186 3.4304 1.3650 -0.06 0.05 0.02
C -1.3938 3.5600 2.4301 0.01 -0.08 -0.02
F -1.7394 4.8425 2.6702 -0.05 0.06 -0.09
O -2.4965 2.8813 1.8449 0.00 -0.13 0.14
H -0.3735 4.2609 0.6595 0.01 0.05 0.04
H 0.6892 3.3310 1.7554 -0.01 -0.12 0.01
H -1.1536 3.0794 3.3794 0.00 0.08 0.05
O 1.2406 5.5986 -1.7007 -0.04 0.00 0.07
C 0.7735 5.7498 -2.7832 -0.15 -0.01 -0.06
O 0.6634 4.7791 -3.7072 0.00 -0.09 0.14
C -0.0937 5.2662 -4.8154 0.01 0.05 -0.07
C 0.0768 6.7673 -4.6644 0.06 -0.03 0.03
F -1.0266 7.4576 -5.0269 -0.10 -0.03 0.05
O 0.2809 6.9165 -3.2672 0.20 0.05 -0.02
H -1.1411 4.9879 -4.6906 -0.02 0.04 -0.03
H 0.3035 4.8564 -5.7385 0.11 -0.02 0.05
H 0.9375 7.1835 -5.1894 -0.05 0.05 -0.06
```
Forces are in eV/Å.

## Properties
F_max, eV Å⁻¹: 0.74
E, eV: -81127.719

---

Formula: ClF2OS
Source: OMol25
Level of theory: the ωB97M-V functional and the def2-TZVPD basis

```
5
Properties=species:S:1:pos:R:3:forces:R:3
O 0.9851 -1.2603 -0.0177 0.38 -0.78 1.81
F -0.0105 1.8570 0.7293 0.37 -0.34 -1.00
F -0.8374 -1.8268 -1.6591 1.95 1.04 1.06
S 0.4381 -0.9895 -1.2426 -2.34 -0.14 -2.79
Cl -0.5752 2.2196 2.1902 -0.35 0.23 0.92
```
Forces are in eV/Å.

## Properties
F_max, eV Å⁻¹: 3.64
Net charge: +1
Relative energy (zero: lowest compared OMol25 entry of this formula, charge and spin), eV: 2.307

---

Formula: C20H25NO7S
Source: OMol25
Level of theory: the ωB97M-V functional and the def2-TZVPD basis

```
54
Properties=species:S:1:pos:R:3:forces:R:3
C -4.0311 -4.3049 0.7797 -0.23 -0.34 -0.09
O -3.6747 -2.9302 0.7281 0.05 0.37 -0.06
C -4.4505 -2.1671 -0.0640 -0.02 -0.37 0.05
O -5.3904 -2.6083 -0.6865 0.06 -0.05 0.06
C -4.0818 -0.7616 -0.1141 0.09 0.56 0.02
S -5.1673 0.1847 -1.1114 0.31 0.23 0.15
C -4.2559 1.6154 -0.7919 0.16 -0.36 0.16
N -4.5702 2.8010 -1.3186 -0.12 0.26 -0.10
C -3.1714 1.3696 0.0594 -0.13 0.18 -0.10
C -2.3361 2.4843 0.4895 -0.13 0.09 -0.11
O -2.4934 3.6326 0.1047 0.13 0.02 0.10
O -1.3886 2.1522 1.3685 -0.18 -0.32 -0.12
C -0.5946 3.2093 1.8832 0.19 0.43 0.10
C -3.0818 0.0001 0.4372 -0.22 -0.49 -0.24
C -1.9838 -0.5610 1.2840 -0.10 -0.11 0.69
O -0.7687 -0.5085 0.5294 -0.23 -0.10 -0.39
C 0.3524 -0.1863 1.1695 0.41 0.02 0.05
O 0.4184 0.0410 2.3508 0.01 -0.01 0.11
C 1.5569 -0.1470 0.2368 -0.33 -0.02 0.18
C 2.1142 1.2836 0.2457 0.11 -0.03 0.01
C 3.3758 1.3449 -0.6133 0.04 0.22 -0.04
C 3.0355 0.9416 -2.0474 0.01 -0.04 0.04
C 2.4838 -0.4834 -2.0532 -0.10 -0.06 -0.21
C 3.5354 -1.4401 -1.4931 0.08 0.14 0.11
C 3.8866 -1.0350 -0.0561 -0.26 0.06 -0.15
O 4.9018 -1.8657 0.4778 0.18 -0.09 0.11
C 4.4283 0.3946 -0.0487 -0.07 -0.24 0.03
C 2.6171 -1.1015 0.8017 0.23 0.12 -0.02
C 1.2173 -0.5488 -1.1980 0.11 0.02 -0.10
H -5.0537 -4.4176 1.1450 0.10 -0.03 -0.02
H -3.9623 -4.7521 -0.2139 0.00 0.00 0.10
H -3.3261 -4.7735 1.4616 -0.03 0.03 -0.03
H -5.4048 2.9242 -1.8616 0.04 0.04 0.02
H -3.9910 3.5828 -1.0220 -0.17 -0.08 -0.12
H -0.1204 3.7643 1.0711 -0.01 -0.05 0.09
H 0.1494 2.7327 2.5163 -0.04 0.01 -0.03
H -1.2134 3.8969 2.4637 0.07 -0.04 -0.04
H -2.1876 -1.6042 1.5323 0.11 0.28 -0.02
H -1.8494 0.0205 2.2023 -0.10 -0.18 -0.21
H 2.3385 1.5768 1.2727 -0.03 0.03 0.05
H 1.3610 1.9681 -0.1502 -0.07 0.07 0.00
H 3.7688 2.3670 -0.6024 -0.03 -0.06 0.01
H 2.2942 1.6279 -2.4622 -0.02 0.05 -0.05
H 3.9301 0.9965 -2.6710 0.03 0.04 -0.06
H 2.2391 -0.7769 -3.0800 0.00 0.02 0.07
H 3.1543 -2.4655 -1.5040 0.00 -0.07 0.03
H 4.4400 -1.4122 -2.1041 0.06 -0.03 0.01
H 4.5779 -2.7729 0.5045 -0.01 0.02 -0.01
H 4.6878 0.6673 0.9750 0.04 0.01 0.08
H 5.3412 0.4291 -0.6448 0.07 -0.01 -0.03
H 2.8521 -0.8256 1.8313 0.01 -0.02 0.00
H 2.2276 -2.1244 0.8068 0.00 -0.07 -0.01
H 0.4591 0.1245 -1.6016 -0.05 -0.02 -0.02
H 0.8044 -1.5591 -1.2149 -0.05 -0.01 -0.01
```
Forces are in eV/Å.

## Properties
F_max, eV Å⁻¹: 0.70
Relative energy (zero: lowest compared OMol25 entry of this formula, charge and spin), eV: 0.000

---

Formula: C4H6N2
Source: OMol25
Level of theory: the ωB97M-V functional and the def2-TZVPD basis

```
12
Properties=species:S:1:pos:R:3:forces:R:3
C -0.7287 1.2685 0.9353 0.93 -0.19 0.07
C 0.0051 0.3984 -0.0495 -1.60 -0.73 0.09
C -0.6167 -0.2107 -1.1127 0.62 -0.23 0.22
N 0.0030 -1.3913 -1.4505 -0.24 -0.23 0.33
C 0.9299 -1.5513 -0.5441 0.74 0.95 -1.17
N 1.0005 -0.4914 0.3294 0.10 -0.47 -0.50
H -1.2172 0.6305 1.6738 0.08 -0.10 0.04
H -1.5250 1.7981 0.4321 0.08 0.49 -0.09
H -0.0307 1.9051 1.4796 -0.31 0.41 -0.06
H -1.5026 0.0882 -1.6331 -0.27 0.25 -0.05
H 1.7645 -2.2203 -0.6944 -0.14 -0.29 0.44
H 1.9180 -0.2238 0.6342 0.00 0.15 0.69
```
Forces are in eV/Å.

## Properties
F_max, eV Å⁻¹: 1.76
Relative energy (zero: lowest compared OMol25 entry of this formula, charge and spin), eV: 0.615

---

Formula: C4H8N2S
Source: OMol25
Level of theory: the ωB97M-V functional and the def2-TZVPD basis

```
15
Properties=species:S:1:pos:R:3:forces:R:3
C 1.6043 0.3518 -0.9912 -0.15 0.29 1.12
C -0.5041 -0.8977 -0.8842 -0.64 -1.57 -1.06
C -2.4421 0.7041 0.6193 -1.37 -3.64 -0.53
C 1.8540 -1.1226 0.8344 -2.72 2.18 -2.95
N 0.1449 0.1930 -0.7488 2.45 2.03 -0.89
N 2.3863 -0.2183 0.1140 0.67 -0.68 0.63
S -2.0492 -0.9730 -0.2946 -0.96 0.46 1.18
H 1.8471 1.4496 -1.0113 -0.37 -1.07 -0.17
H 2.0044 -0.1491 -1.8843 -0.73 0.25 0.02
H -1.5169 1.1379 0.8402 0.69 1.42 0.20
H -2.9916 0.4218 1.5139 0.37 -0.08 0.25
H -3.1934 1.0278 -0.0585 0.08 1.62 -0.54
H 2.3312 -1.5916 1.6199 1.19 -0.88 1.44
H 0.7623 -1.3027 0.5669 1.52 -0.81 1.24
H -0.2372 0.9689 -0.2358 -0.02 0.49 0.07
```
Forces are in eV/Å.

## Properties
F_max, eV Å⁻¹: 4.56
Relative energy (zero: lowest compared OMol25 entry of this formula, charge and spin), eV: 4.029